1.
Here is C4H3BiO5 as an isolated structure from the OMol25 dataset. Energies are from ωB97M-V with the def2-TZVPD basis set.

E_tot ... -744.6240 Ha
Relative energy (zero: lowest compared OMol25 entry of this formula, charge and spin) ... 1.1259 eV
Net charge ... +1
HOMO-LUMO gap (alpha / beta) ... 5.41 / 8.97 eV
Spin multiplicity ... 2

The geometry in XYZ format:
```
13
Properties=species:S:1:pos:R:3:mulliken_spin:R:1
C 0.9683 0.6062 -1.0177 -0.108
C 1.0562 -0.1777 0.1319 0.411
O 0.0257 0.0891 1.0974 0.012
C -0.4375 -0.8894 1.8767 0.002
O -0.2199 -2.0604 1.7143 0.001
O -1.2759 -0.3491 2.7460 0.002
H 1.9507 0.9405 -1.3657 -0.004
H 1.9873 -0.4244 0.6433 0.012
H -1.8434 -1.0325 3.1261 0.001
O 0.1035 0.1048 -3.7196 -0.013
O -1.2943 0.9764 -2.1757 0.042
C -0.2215 0.3653 -2.5702 0.073
Bi -0.7991 1.8510 -0.4868 0.569
```

2.
Here is C4H3BiO6 as an isolated structure from the OMol25 dataset. Energies are from ωB97M-V with the def2-TZVPD basis set.

E_tot ... -819.4498 Ha
Relative energy (zero: lowest compared OMol25 entry of this formula, charge and spin) ... 0.0000 eV
Net charge ... +2
HOMO-LUMO gap (alpha / beta) ... 10.05 / 3.89 eV
Spin multiplicity ... 1

The geometry in XYZ format:
```
14
Properties=species:S:1:pos:R:3:mulliken_charge:R:1
O 0.8195 -0.9627 1.3076 -0.361
C -0.0552 -0.6804 0.5410 0.573
O -0.0257 1.2861 -0.9406 -0.285
C 0.9148 2.1198 -0.5404 0.894
C 0.2141 -0.1054 -0.8326 -0.301
O 1.9865 1.7089 -0.0072 -0.466
O 0.7334 3.3550 -0.7277 -0.482
H 1.2405 -0.3574 -1.1251 0.357
H -0.4792 -0.5905 -1.5318 0.324
Bi 2.5688 3.6970 0.1407 1.049
O -2.3476 -3.0977 1.1465 -0.229
C -1.3956 -2.3164 1.5305 0.691
O -1.3280 -1.2873 0.6675 -0.195
H -2.8462 -2.7689 0.3715 0.432
```

3.
Here is the molecule C4H3Br from the OMol25 dataset. Energies are from ωB97M-V with the def2-TZVPD basis set.

E_tot ... -2728.0312 Ha
Relative energy (zero: lowest compared OMol25 entry of this formula, charge and spin) ... 2.4796 eV
HOMO-LUMO gap ... 8.61 eV
Spin multiplicity ... 1

The geometry in XYZ format:
```
8
Properties=species:S:1:pos:R:3:mulliken_charge:R:1
C -1.7900 -1.1447 0.2829 -0.184
C -2.5146 -1.9906 -0.2708 -0.335
C -0.5343 -0.6805 0.5364 -0.019
C 0.4252 -0.0508 -0.4777 -0.363
Br 2.2856 -0.4868 0.0406 -0.123
H -0.1223 -1.0817 1.5024 0.323
H 0.1377 1.0635 -0.5405 0.325
H 0.0997 -0.4485 -1.5195 0.375
```

4.
Here is C4H3Br5N3O2 as an isolated structure from the OMol25 dataset. Energies are from ωB97M-V with the def2-TZVPD basis set.

E_tot ... -13338.5674 Ha
Net charge ... +1
HOMO-LUMO gap ... 8.08 eV
Spin multiplicity ... 1

The geometry in XYZ format:
```
17
Properties=species:S:1:pos:R:3:mulliken_charge:R:1
O -0.9285 2.4805 0.8919 -0.085
N -2.0130 2.1961 0.9669 0.375
O -2.1945 0.8338 1.7343 -0.373
N -1.6213 -0.1581 0.9984 0.392
C -1.9898 -0.4445 -0.2996 -0.055
C -1.1649 -1.4660 -0.6496 -0.258
Br -1.1217 -2.2978 -2.2994 -0.004
N -0.3499 -1.7557 0.4212 -0.312
Br 0.9373 -3.0645 0.3780 0.251
C -0.6649 -0.9455 1.4449 -0.019
H -2.7655 0.0591 -0.8414 0.519
H -0.2112 -0.9607 2.4180 0.403
C 2.9278 1.0393 -1.0305 -0.423
Br 2.7088 1.5849 -2.8574 0.011
Br 3.1969 2.5328 0.1460 -0.004
Br 1.4410 -0.0555 -0.4424 0.232
H 3.8135 0.4220 -0.9794 0.350
```

5.
Here is C4H3BrClN as an isolated structure from the OMol25 dataset. Energies are from ωB97M-V with the def2-TZVPD basis set.

E_tot ... -3243.0438 Ha
Relative energy (zero: lowest compared OMol25 entry of this formula, charge and spin) ... 1.7147 eV
HOMO-LUMO gap (alpha / beta) ... 8.31 / 7.30 eV
Spin multiplicity ... 1

The geometry in XYZ format:
```
10
Properties=species:S:1:pos:R:3:mulliken_charge:R:1
C 1.1310 1.0768 0.8654 0.387
C 0.2227 -0.6907 -0.6379 -0.550
C 0.8997 -0.2640 0.5967 -0.319
C -1.3021 -0.0528 -0.7948 0.120
N 1.2926 2.2068 1.1027 -0.394
Cl -1.5606 1.6240 -0.6921 -0.085
Br -2.4965 -1.0459 0.2966 -0.089
H 0.8505 -0.2385 -1.4904 0.262
H 0.0485 -1.8144 -0.8062 0.354
H 0.9142 -0.8014 1.5601 0.313
```

6.
Here is the molecule C4H3BrF2 from the OMol25 dataset. Energies are from ωB97M-V with the def2-TZVPD basis set.

E_tot ... -2927.7003 Ha
Relative energy (zero: lowest compared OMol25 entry of this formula, charge and spin) ... 4.8589 eV
HOMO-LUMO gap (alpha / beta) ... 7.54 / 7.64 eV
Spin multiplicity ... 1

The geometry in XYZ format:
```
10
Properties=species:S:1:pos:R:3:mulliken_charge:R:1
C 0.7260 -1.6192 -0.3757 -0.203
C 0.0127 -0.6258 0.1412 -0.465
C 0.2898 -1.8435 1.0195 0.596
C -0.9356 2.8734 -0.7688 -0.669
F -0.5513 -2.8079 1.4601 -0.253
F 1.3760 -1.7688 1.8502 -0.256
Br -1.1048 1.3331 0.0469 0.301
H 1.2233 -2.0646 -1.1691 0.407
H -0.7687 2.8586 -1.8052 0.279
H -0.2674 3.6646 -0.3991 0.261
```

7.
Here is the molecule C4H3BrN4 from the OMol25 dataset. Energies are from ωB97M-V with the def2-TZVPD basis set.

E_tot ... -2947.0614 Ha
HOMO-LUMO gap (alpha / beta) ... 7.65 / 7.65 eV
Spin multiplicity ... 1

The geometry in XYZ format:
```
12
Properties=species:S:1:pos:R:3:mulliken_charge:R:1
C 0.3992 -0.5453 4.0526 0.333
C 0.1818 -0.4388 2.7153 -0.039
C 0.5359 -1.6257 0.8307 -0.429
C 0.3370 -0.4776 0.1039 0.798
N 0.7720 -0.6346 5.1353 -0.387
N -0.0162 0.6774 0.6593 -0.895
N -0.0857 0.6269 2.0520 0.292
N 0.2550 -0.4460 -1.2749 -0.426
Br 1.9552 -2.8855 0.9501 -0.012
H -0.2878 1.5348 2.5261 0.287
H 0.1559 -1.4032 -1.5005 0.221
H -0.1291 0.3406 -1.7429 0.255
```